{"formula": "C23H41CeIP2", "method": "wB97M-V/def2-TZVPD", "multiplicity": 2, "homo_lumo_gap_ev": [5.0117, 5.0544], "e_lumo_ha": [-0.0867, -0.0849], "total_charge": 1, "e_homo_ev": [-7.4, -7.4], "symbols": ["H", "C", "H", "C", "H", "C", "C", "C", "H", "H", "C", "C", "H", "H", "C", "H", "C", "H", "C", "H", "H", "P", "H", "H", "H", "H", "C", "H", "C", "H", "H", "H", "H", "C", "H", "H", "H", "H", "H", "H", "C", "H", "C", "H", "H", "H", "C", "C", "C", "H", "C", "H", "H", "H", "I", "C", "C", "P", "Ce", "H", "H", "H", "C", "H", "C", "H", "H", "H"], "positions_angstrom": [[0.468, 2.222, -3.945], [0.378, 4.956, -1.194], [-3.268, -2.264, 2.424], [0.290, 1.702, 2.532], [-1.825, 0.461, 4.255], [-0.161, -2.557, -0.339], [-0.688, 7.313, -2.144], [2.497, 3.527, -0.618], [-3.359, -2.409, 0.660], [-1.347, 7.506, -1.293], [-2.675, -2.400, 1.517], [-0.185, 2.462, -1.891], [-0.723, -2.568, -1.280], [-3.095, -0.615, 3.579], [-3.748, 2.754, -1.157], [1.700, 0.246, -0.797], [-0.076, 5.551, -4.305], [3.899, 2.026, -1.480], [-1.626, -1.349, 1.414], [-1.168, 2.255, -2.391], [2.272, 4.988, -2.305], [-2.282, 3.783, -0.903], [2.685, 1.646, -3.563], [0.055, 1.508, -1.341], [1.816, 3.104, 0.147], [0.332, 7.621, -1.875], [-2.329, 4.889, -2.407], [-0.374, -3.498, 0.184], [2.216, 2.201, -2.747], [-0.139, 6.589, -4.657], [-2.212, -3.393, 1.555], [-1.664, 5.225, 0.956], [-0.122, 3.324, 0.171], [-0.515, -1.389, 0.517], [-3.022, 5.918, 0.013], [1.363, 1.826, 2.335], [0.219, 5.719, -0.408], [-0.709, 4.915, -4.942], [-3.301, 4.521, 1.100], [-4.270, 2.622, -0.197], [-1.486, -0.188, 2.248], [0.907, -2.543, -0.568], [2.922, 2.519, -1.644], [-3.035, 5.740, -2.273], [0.865, 3.765, -3.251], [-3.581, 1.772, -1.659], [-2.409, 0.215, 3.354], [0.314, -0.250, 0.775], [1.701, -0.095, 0.246], [3.393, 3.800, -0.027], [1.916, 4.825, -1.276], [2.225, -1.063, 0.274], [-3.023, 1.100, 3.101], [-1.018, 7.899, -3.010], [-3.049, -0.866, -2.377], [0.831, 2.700, -3.019], [-0.335, 3.637, -0.874], [-0.662, 5.563, -2.605], [-2.019, 0.701, -0.042], [0.152, 1.602, 3.619], [-0.196, 2.648, 2.231], [-2.644, 4.376, -3.346], [-2.587, 4.991, 0.411], [2.290, 0.618, 0.831], [-0.283, 0.498, 1.848], [2.326, 5.675, -0.690], [0.972, 5.239, -4.417], [-4.405, 3.308, -1.844]], "lowdin_charge": [0.131, -0.380, 0.078, -0.023, 0.097, -0.023, -0.178, -0.161, 0.077, 0.064, -0.012, -0.226, 0.041, 0.082, -0.365, 0.066, -0.163, 0.120, -0.346, 0.080, 0.111, 0.658, 0.113, 0.082, 0.097, 0.075, -0.342, 0.092, -0.094, 0.064, 0.096, 0.054, 0.076, -0.321, 0.042, 0.078, 0.115, 0.079, 0.048, 0.057, -0.351, 0.078, -0.109, 0.085, 0.031, -0.085, -0.011, -0.297, -0.016, 0.122, -0.157, 0.096, 0.089, 0.062, 0.352, -0.184, -0.458, 0.943, 0.639, 0.091, 0.072, 0.085, -0.215, 0.079, -0.320, 0.118, 0.068, 0.054]}

=====

{"formula": "C23H41ClP2Sc", "method": "wB97M-V/def2-TZVPD", "de_lowest_kcal_mol": 21.0, "homo_lumo_gap_ev": 3.8168, "e_lumo_ha": -0.1375, "total_charge": 1, "e_homo_ev": -7.6, "symbols": ["C", "H", "H", "H", "C", "C", "H", "H", "H", "H", "Cl", "C", "H", "C", "C", "C", "C", "H", "H", "P", "H", "C", "H", "H", "C", "H", "Sc", "H", "H", "H", "H", "C", "H", "C", "H", "H", "C", "C", "C", "C", "H", "H", "H", "C", "H", "H", "H", "H", "H", "H", "C", "C", "H", "C", "C", "H", "H", "H", "H", "H", "H", "H", "H", "C", "H", "H", "C", "P"], "positions_angstrom": [[0.245, -0.226, 5.329], [2.087, -2.418, -2.588], [-1.663, -2.896, 5.047], [0.482, 0.402, 0.483], [0.152, 1.976, 3.112], [-1.996, 0.675, 2.460], [0.605, 2.086, 2.116], [-2.165, 1.295, 0.395], [-0.319, 3.171, -2.360], [1.032, -1.217, -0.074], [1.064, -2.729, 2.452], [2.264, 0.351, -0.819], [-0.936, -1.963, -4.775], [3.978, -0.393, -3.787], [-4.049, -0.909, 2.585], [-1.937, -0.958, 4.105], [2.737, 1.583, -0.122], [-0.194, -4.085, -2.382], [3.015, -0.442, -0.664], [2.224, -0.203, -3.426], [-1.572, -3.384, -1.472], [-1.376, -1.512, -3.873], [0.096, -3.359, -0.772], [-1.994, 2.610, 1.549], [-2.711, -0.441, 3.009], [-1.225, -0.108, -1.053], [-0.702, -1.300, 2.139], [1.382, 2.671, -2.502], [2.265, 3.437, 0.787], [0.396, 0.701, -4.802], [4.570, 0.426, -3.363], [0.580, 2.836, -0.479], [-0.347, 2.933, 3.335], [-0.501, -3.279, -1.696], [-0.221, 2.364, 0.106], [1.387, -2.244, -4.220], [1.430, -1.792, -3.214], [0.429, 2.435, -1.989], [1.487, 0.797, -4.751], [-2.315, -2.015, 5.089], [-3.535, 1.763, 1.395], [0.813, 0.701, 5.401], [-4.390, -0.375, 1.697], [-2.446, 1.619, 1.406], [1.908, 0.456, -5.708], [-0.251, -0.380, 6.303], [1.745, 1.858, -4.616], [-2.300, -2.046, -3.643], [-4.812, -0.746, 3.362], [0.983, 1.866, 3.817], [-0.747, -0.178, 4.220], [0.860, -0.168, -0.386], [-3.343, -2.350, 4.951], [1.937, 2.625, 0.116], [-0.768, 0.821, 3.192], [2.209, 0.597, -1.946], [4.133, -0.383, -4.880], [-2.229, -1.637, 6.118], [0.357, 3.922, -0.384], [4.354, -1.336, -3.377], [3.772, 1.536, 0.228], [0.962, -1.046, 5.210], [-0.672, 1.124, -3.294], [-0.057, 1.105, -2.387], [-4.072, -1.983, 2.350], [-1.630, -0.471, -4.075], [-0.207, -0.073, -1.525], [-0.259, -1.699, -2.466]], "lowdin_charge": [-0.013, 0.079, 0.094, 0.070, -0.008, -0.275, 0.053, 0.066, 0.119, 0.044, 0.045, -0.274, 0.071, -0.238, -0.029, -0.293, -0.101, 0.083, 0.116, 0.814, 0.061, -0.161, 0.047, 0.090, -0.296, 0.065, 0.830, 0.104, 0.108, 0.022, 0.054, -0.189, 0.113, -0.189, 0.067, 0.069, -0.405, -0.209, -0.248, -0.012, 0.096, 0.078, 0.081, -0.022, 0.039, 0.098, 0.059, 0.059, 0.105, 0.085, -0.292, -0.217, 0.085, -0.153, -0.282, -0.044, 0.045, 0.097, 0.120, 0.046, 0.107, 0.085, 0.059, -0.269, 0.089, 0.052, -0.479, 0.935]}

=====

{"formula": "C23H41Cu2N3O20S", "method": "wB97M-V/def2-TZVPD", "multiplicity": 2, "homo_lumo_gap_ev": [7.0091, 5.5470], "e_lumo_ha": [-0.1921, -0.2459], "total_charge": 1, "e_homo_ev": [-12.2, -12.2], "symbols": ["H", "O", "H", "H", "C", "H", "C", "H", "O", "H", "H", "H", "C", "O", "H", "H", "H", "O", "O", "C", "C", "C", "C", "C", "H", "H", "O", "C", "H", "O", "H", "H", "C", "C", "C", "H", "O", "C", "N", "H", "H", "O", "C", "C", "H", "C", "O", "C", "H", "C", "H", "N", "C", "H", "O", "H", "C", "H", "H", "H", "H", "O", "H", "O", "O", "Cu", "H", "H", "H", "H", "O", "S", "H", "H", "H", "O", "O", "H", "C", "H", "H", "O", "N", "C", "C", "H", "O", "O", "Cu", "H"], "positions_angstrom": [[0.335, 1.927, -4.643], [1.379, 1.274, -0.231], [-0.479, -2.149, -4.745], [-1.054, 0.730, 4.817], [-1.835, 0.171, 4.301], [-4.877, -1.831, 1.276], [-1.403, -0.516, -3.702], [-2.246, -0.584, 4.971], [-3.480, 1.630, 4.978], [2.457, 5.408, -1.558], [-2.992, -3.515, 2.512], [0.371, -1.572, -3.214], [1.822, 5.687, 0.515], [-5.215, 4.065, -0.743], [2.111, -4.061, -1.910], [-0.068, 5.833, -2.145], [1.668, -0.461, -4.574], [1.244, -4.541, -0.229], [4.800, -1.057, -4.137], [3.560, -0.706, -2.198], [0.633, -0.233, -4.831], [0.192, 0.994, -4.097], [-2.721, -3.403, 1.462], [-2.669, 1.859, -0.950], [3.744, -5.940, 1.175], [0.569, -1.893, 0.750], [-4.516, -3.156, -0.150], [-1.879, 2.931, -0.208], [2.629, -0.482, 5.633], [-2.688, 4.148, -0.208], [-1.578, 2.623, 0.793], [-3.160, 1.136, -0.298], [1.982, 0.319, 5.273], [1.620, 5.235, -0.882], [-0.224, -1.316, -4.090], [2.420, 0.936, 4.489], [-3.626, 4.985, -2.442], [0.561, 6.214, -1.340], [1.654, 1.066, 6.518], [3.201, -6.478, -1.695], [-1.982, 1.252, -1.539], [2.731, 5.373, 1.329], [-2.793, -1.972, 0.899], [-3.696, -4.075, 0.458], [1.156, -5.417, -2.112], [1.672, -5.198, 0.847], [-3.705, -5.276, 0.159], [1.179, -1.015, 0.963], [-4.632, -0.940, -0.018], [2.905, -6.016, 0.482], [-1.741, -3.869, 1.568], [3.952, -1.515, -3.391], [0.717, 0.049, -0.094], [3.232, -1.445, -1.467], [-3.071, 1.459, 2.842], [-2.632, -1.161, 1.609], [-0.158, 6.732, -0.101], [-1.086, 6.246, 0.199], [0.476, -0.130, -5.904], [4.320, 0.021, -1.910], [-0.332, 0.264, 0.109], [-3.473, 2.561, -1.812], [1.146, 7.048, -1.730], [-1.162, 0.755, -3.805], [2.144, 0.626, 7.563], [1.466, -2.941, 3.290], [4.079, -5.090, -1.172], [-0.976, 3.197, -0.756], [-1.445, -0.288, 3.392], [2.137, -1.451, 0.682], [3.449, -2.622, -3.487], [-3.895, 4.055, -1.354], [0.995, -0.061, 5.009], [2.557, -7.048, 0.509], [2.726, -0.169, -2.650], [1.102, -0.848, 2.416], [1.103, -4.981, 1.903], [-0.426, 7.774, -0.277], [1.881, -5.003, -1.412], [0.725, -0.381, -1.096], [0.781, 1.143, -3.193], [-2.481, -0.931, -3.279], [-2.858, 1.171, 4.010], [3.149, -5.634, -1.008], [-4.244, -1.874, 0.390], [1.355, 4.177, -0.893], [0.772, 1.840, 6.506], [0.915, 6.637, 0.856], [1.786, 1.635, 2.129], [-2.063, -1.941, 0.091]], "lowdin_charge": [0.141, 0.003, 0.141, 0.081, 0.027, 0.124, -0.524, 0.115, 0.090, 0.136, 0.122, 0.111, -0.436, -0.224, 0.100, 0.123, 0.089, 0.035, 0.097, 0.055, -0.118, -0.171, -0.064, -0.212, 0.132, 0.090, 0.037, -0.151, 0.104, -0.211, 0.111, 0.123, 0.037, -0.091, -0.041, 0.078, -0.238, -0.153, -0.454, 0.127, 0.104, 0.046, -0.158, -0.399, 0.148, -0.446, 0.092, -0.310, 0.129, -0.023, 0.103, -0.446, -0.241, 0.086, 0.051, 0.085, -0.119, 0.115, 0.133, 0.113, 0.136, -0.165, 0.124, 0.056, 0.071, 0.655, 0.123, 0.108, 0.067, 0.092, 0.049, 0.721, 0.068, 0.137, 0.071, -0.350, 0.063, 0.131, -0.167, 0.102, 0.104, 0.105, -0.426, -0.130, -0.159, 0.102, 0.101, 0.037, 0.669, 0.104]}

=====

no.,maximum force (eV/Å)
1,5.16
2,3.59
3,4.59